[1]
ORCA calculation (wB97M-V/def2-TZVPD) on a 2-piece molecular cluster, C4H9N2O overall.

The geometry in ORCA input format:
```
! wB97M-V def2-TZVPD RIJCOSX def2/J DEFGRID3
* xyz 1 1
C 2.2140 0.3347 -0.3508
C 1.8153 0.6516 0.9139
C 0.2497 1.0644 -0.4510
C -1.2376 -2.0799 0.6041
N 1.1853 0.6083 -1.2072
N -1.0750 1.4622 -0.8982
O 0.5493 1.1210 0.8498
H 3.1387 -0.0655 -0.7095
H -0.5646 -1.9117 1.4338
H 2.2892 0.5956 1.8718
H -2.1157 -1.4519 0.7136
H -1.5516 -3.1138 0.6078
H -0.7325 -1.8669 -0.3314
H -1.1773 1.1306 -1.8715
H -1.1946 2.4904 -0.8811
H -1.7926 1.0311 -0.2942
*
```

## Properties
E_tot = -9313.73605 eV
energy relative to the best compared isomer or geometry (same formula, charge and spin) = 52.57 kcal per mole
HOMO-LUMO gap = 10.2 eV

=====

[2]
ORCA calculation (wB97M-V/def2-TZVPD) on a 2-piece molecular cluster, C4H9N2O overall.

The geometry in ORCA input format:
```
! wB97M-V def2-TZVPD RIJCOSX def2/J DEFGRID3
* xyz 1 1
C -1.4499 0.5725 -1.5801
C -1.4135 -0.7136 0.3824
C 1.4354 -0.1387 1.3591
C 0.8590 -0.3566 0.0094
N -1.8372 -0.1704 -0.6262
N 0.6191 0.7053 -0.8795
O -1.8802 -1.3261 1.4003
H -1.3128 0.3290 -2.6329
H -1.3696 1.6329 -1.3083
H 1.2168 -0.9100 2.1277
H 2.6074 0.0289 1.2015
H 1.1391 0.8820 1.6852
H 0.9481 -1.2193 -0.5713
H -1.2168 -1.4716 1.9911
H 0.7814 0.4740 -1.8625
H 0.8735 1.6816 -0.6959
*
```

## Properties
E_tot = -9311.28479 eV
energy relative to the best compared isomer or geometry (same formula, charge and spin) = 109.10 kcal per mole
HOMO-LUMO gap (spin up / spin down) = 9.7 / 9.7 eV